Below is a single C28H33N3O5S molecule, with properties calculated with wB97M-V/def2-TZVPD.

Cartesian coordinates (Å):
C: 6.77178 4.05134 1.86122
C: 5.40416 3.38646 1.86627
O: 5.30548 2.60170 0.69295
C: 4.16164 1.90856 0.45751
C: 3.04541 1.89299 1.28860
C: 1.93295 1.14635 0.94410
C: 1.90242 0.41567 -0.23586
C: 3.01985 0.42839 -1.06728
C: 4.13524 1.15962 -0.72028
H: 5.00586 1.17469 -1.35661
H: 3.02125 -0.13060 -1.99025
N: 0.71958 -0.29018 -0.55055
S: -0.53792 0.71204 -1.06279
O: -0.57653 1.83178 -0.16801
O: -1.72568 -0.07906 -1.17288
C: 0.02253 1.21887 -2.67454
C: -0.27274 0.42915 -3.76892
C: 0.26981 0.76113 -4.99912
C: 1.10715 1.86379 -5.13352
C: 1.39416 2.63672 -4.01078
C: 0.85803 2.31475 -2.77766
H: 1.06445 2.89959 -1.89528
H: 2.04516 3.49320 -4.10585
C: 1.71364 2.20797 -6.45873
H: 2.74065 1.84474 -6.50193
H: 1.15745 1.75071 -7.27258
H: 1.73552 3.28548 -6.60468
H: 0.04319 0.15300 -5.86216
H: -0.91859 -0.42681 -3.64615
C: 0.84881 -1.54042 -1.26783
C: -0.47658 -2.30532 -1.35981
O: -0.85924 -2.68458 -2.45338
N: -1.10463 -2.61962 -0.21091
C: -0.77599 -2.01536 1.06447
H: -1.22404 -1.01950 1.11155
C: -1.29630 -2.86538 2.23350
N: -2.66686 -3.28577 2.10529
C: -3.73962 -2.59140 2.67232
C: -4.88457 -3.33317 2.96506
C: -5.99925 -2.76619 3.55122
C: -5.98430 -1.42678 3.88730
C: -4.85921 -0.66655 3.61748
C: -3.74314 -1.21978 3.00436
O: -2.63091 -0.47853 2.69162
C: -2.74059 0.92510 2.65544
H: -3.64700 1.24199 2.13230
H: -1.87509 1.28213 2.09574
H: -2.72937 1.35469 3.66332
H: -4.86140 0.37954 3.88107
H: -6.83997 -0.96611 4.35697
H: -6.86823 -3.37317 3.75560
H: -4.88559 -4.38633 2.72736
C: -2.86743 -3.96256 0.84259
H: -2.23623 -4.85879 0.82686
C: -2.49025 -3.04818 -0.32232
H: -3.13067 -2.15728 -0.31941
H: -2.60028 -3.55888 -1.27974
H: -3.90946 -4.26224 0.73777
H: -0.69374 -3.78235 2.29508
H: -1.17098 -2.30558 3.15889
H: 0.30474 -1.92120 1.16418
H: 1.59307 -2.15615 -0.75150
H: 1.17852 -1.39575 -2.30658
H: 1.06634 1.13919 1.58369
H: 3.02964 2.45391 2.20924
H: 5.29491 2.75018 2.75541
H: 4.61184 4.14753 1.87859
H: 7.55164 3.29520 1.84252
H: 6.88890 4.66366 2.75066
H: 6.87661 4.67773 0.97979

For the orbital gap, the calculation gives 8.05 eV. Its highest occupied orbital energy is -7.43 eV.


Below is a single C28H34N2O6 molecule, with properties calculated with wB97M-V/def2-TZVPD.

Cartesian coordinates (Å):
O: -0.70102 -2.41416 1.79248
C: -0.40991 -2.54924 0.60693
N: 0.68456 -3.21509 0.20788
C: 1.18984 -3.28257 -1.14021
H: 1.61212 -4.28143 -1.29042
C: 2.28653 -2.22937 -1.30697
N: 3.34677 -2.46675 -0.34201
C: 4.47569 -1.55853 -0.51889
C: 4.13075 -0.10473 -0.29124
C: 4.22876 0.44916 0.97707
C: 3.82337 1.75207 1.25249
C: 3.30636 2.47767 0.20877
C: 3.21572 1.93812 -1.07311
C: 3.62141 0.65714 -1.34907
H: 3.55407 0.26072 -2.34892
O: 2.68258 2.87459 -1.92465
C: 2.49204 4.03563 -1.14711
O: 2.82727 3.76479 0.19549
H: 3.13643 4.84535 -1.53127
H: 1.43980 4.35343 -1.20903
H: 3.90647 2.17172 2.24076
H: 4.63594 -0.14403 1.78131
H: 4.84753 -1.70145 -1.53716
H: 5.25408 -1.87299 0.18101
C: 2.83234 -2.45787 1.02101
C: 1.72813 -3.50578 1.16936
H: 2.11914 -4.50672 0.96885
H: 1.29930 -3.46720 2.17095
H: 2.41926 -1.47711 1.30035
H: 3.65640 -2.70128 1.69568
H: 1.82450 -1.23752 -1.18575
H: 2.71322 -2.30159 -2.31040
H: 0.39192 -3.11591 -1.86066
C: -1.30903 -1.92968 -0.42111
C: -2.63399 -1.98832 -0.30827
C: -3.57193 -1.22800 -1.19356
C: -4.36356 -0.19015 -0.42029
C: -5.41207 0.46813 -1.05250
C: -6.14103 1.43703 -0.38841
C: -5.83332 1.76024 0.92240
C: -4.80125 1.09938 1.56366
C: -4.07437 0.12754 0.89792
H: -3.27817 -0.39148 1.40866
H: -4.55907 1.34039 2.58864
H: -6.39948 2.52002 1.44112
H: -6.95239 1.94039 -0.89443
H: -5.66408 0.21691 -2.07398
C: -2.78661 -0.57891 -2.34642
C: -1.42211 -0.09162 -1.86125
O: -1.59147 0.89647 -0.90354
C: -0.37827 1.53194 -0.51763
C: -0.67344 2.50085 0.62069
C: -0.88939 1.79688 1.96063
C: 0.39484 1.22469 2.57059
O: 0.85398 0.04741 1.95152
H: 0.19649 -0.65436 2.08938
H: 1.21060 1.94610 2.46832
H: 0.23033 1.03861 3.64213
H: -1.30826 2.51452 2.66890
H: -1.61285 0.99290 1.82374
H: 0.15919 3.20084 0.71228
H: -1.57402 3.06016 0.35921
H: 0.35802 0.78662 -0.19593
H: 0.02818 2.06616 -1.39102
O: -0.65388 -1.16970 -1.36586
H: -0.82086 0.28769 -2.70931
H: -2.60856 -1.31030 -3.13742
H: -3.33355 0.26729 -2.75886
H: -4.29525 -1.93123 -1.62820
H: -3.06079 -2.59448 0.47472

For the orbital gap, the calculation gives 8.78 eV. Its highest occupied orbital energy is -8.08 eV.


Below is a molecular structure, C28H34N3O2PTc, with properties calculated with wB97M-V/def2-TZVPD.

Cartesian coordinates (Å):
C: -4.75030 -0.01223 -2.64661
C: -4.09031 0.79363 -1.71902
C: -2.85143 0.40712 -1.18238
C: -2.21956 -0.72928 -1.70738
C: -2.91486 -1.58489 -2.56985
C: -4.16676 -1.20950 -3.05927
C: -2.21730 1.19941 -0.09059
C: -3.13212 1.39773 1.15107
N: -3.77624 0.20812 1.66008
Tc: -0.14064 -1.13040 -1.51288
C: -2.27037 -2.88364 -2.94395
P: -0.95773 -3.16230 -1.64078
H: -4.53752 1.73746 -1.38887
H: -4.66389 -1.87963 -3.76653
H: -5.73020 0.28473 -3.03083
H: -1.78280 -2.87883 -3.93216
H: -2.96302 -3.73509 -2.91511
H: -1.28033 0.71236 0.23337
H: -1.92123 2.20022 -0.46265
H: -2.49803 1.77787 1.97268
C: -0.01204 -4.59463 -2.17334
C: -2.00793 -3.76229 -0.27743
H: -3.89010 2.16593 0.90602
C: -5.08249 -0.19605 1.22719
C: -3.48541 -0.21226 3.00438
H: 1.00094 -2.06763 -0.55125
H: -5.87847 0.21282 1.87858
H: -5.29505 0.09193 0.19270
H: -5.13735 -1.29404 1.30907
H: -4.00760 0.40929 3.76133
H: -3.83095 -1.24940 3.12765
H: -2.40500 -0.14899 3.19479
H: -2.66686 -4.56016 -0.64136
H: -1.36238 -4.14441 0.52377
H: -2.61020 -2.93964 0.12554
H: -0.60968 -5.24783 -2.81683
H: 0.87773 -4.25490 -2.71900
H: 0.30438 -5.14967 -1.28244
H: 0.38400 -1.96877 -0.05140
O: 0.90637 0.85134 -2.45494
C: 1.32880 1.09604 -1.30075
N: 2.14804 2.07360 -0.78245
C: 2.71588 1.56698 0.46444
C: 1.56620 0.65177 0.90616
O: 1.17334 0.37540 2.02447
N: 0.95308 0.26803 -0.29829
C: 3.89500 0.66309 0.10019
C: 3.99733 -0.63326 0.60286
C: 4.93266 -1.51628 0.04604
C: 5.83385 -1.06100 -0.91998
C: 5.80335 0.27984 -1.32827
C: 4.82473 1.14495 -0.82160
C: 3.01009 2.64481 1.47429
C: 4.18330 2.62178 2.23705
C: 4.37563 3.58459 3.23398
C: 3.40550 4.56436 3.46156
C: 2.25336 4.60697 2.66313
C: 2.04977 3.63791 1.67357
H: 2.66490 2.65530 -1.43755
H: 3.34798 -0.96821 1.41584
H: 4.93866 -2.55636 0.37491
H: 6.56711 -1.74709 -1.35222
H: 6.52336 0.67076 -2.04936
H: 4.77430 2.18521 -1.15442
H: 4.92926 1.84325 2.06343
H: 5.28686 3.55588 3.83488
H: 3.54429 5.29967 4.25844
H: 1.50392 5.38751 2.81475
H: 1.14217 3.65101 1.06356

The expectation value of S² is 3.78. For the orbital gap (spin up / spin down), the calculation gives 5.74 / 4.29 eV. Its highest occupied orbital energy (spin up / spin down) is -13.33 / -13.34 eV. Its spin multiplicity is 4. Its total charge is +2.


Below is 2 unconnected molecules or ions with the total composition C28H34N5O, with properties calculated with wB97M-V/def2-TZVPD.

Cartesian coordinates (Å):
C: -2.10255 3.94570 2.62430
N: -1.82871 2.53439 2.77340
C: -2.83075 1.64432 3.03948
O: -4.01447 1.93121 3.19185
C: -2.19613 0.25371 3.11094
C: -2.74267 -0.69414 2.04638
C: -4.22320 -0.95720 2.20327
C: -5.09892 -0.64380 1.15991
C: -6.47598 -0.78965 1.33817
C: -6.97473 -1.28670 2.55010
C: -6.09082 -1.65212 3.57384
C: -4.71191 -1.49513 3.39732
N: -0.77113 0.54282 2.93178
C: 0.14719 -0.44886 2.91730
C: 1.50790 -0.24480 2.70094
C: 2.49046 -1.22519 2.54084
C: 3.88880 -0.88504 2.57631
C: 4.87965 -1.86861 2.83811
C: 6.23330 -1.56730 2.79310
C: 6.65742 -0.25750 2.52055
C: 8.05359 0.05120 2.40891
N: 9.19079 0.31426 2.30249
C: 5.70304 0.75310 2.34925
C: 4.34765 0.45080 2.36137
C: -0.48376 1.97613 2.71439
C: 0.12672 2.23950 1.32900
C: 0.36992 2.58003 3.84178
H: -3.18035 4.10335 2.70640
H: -1.59342 4.52763 3.40283
H: -1.75921 4.30530 1.64646
H: -2.38068 -0.16040 4.12060
H: -2.54677 -0.25050 1.05615
H: -2.17998 -1.63875 2.10742
H: -4.68460 -0.25093 0.22753
H: -7.15431 -0.50647 0.53142
H: -8.05160 -1.38990 2.69486
H: -6.46822 -2.05176 4.51692
H: -4.00670 -1.76371 4.18883
H: -0.23866 -1.45428 3.11828
H: 1.83279 0.79383 2.67078
H: 2.20382 -2.27627 2.52861
H: 4.55371 -2.88643 3.06768
H: 6.97733 -2.34723 2.96818
H: 6.03330 1.78335 2.19660
H: 3.63398 1.25686 2.17674
H: -0.58690 1.92902 0.55271
H: 0.33858 3.31110 1.22565
H: 1.05600 1.68450 1.18247
H: -0.20104 2.54720 4.77997
H: 1.30242 2.03096 3.98746
H: 0.60803 3.62310 3.59742
C: 0.16162 -3.56173 0.93871
C: 1.55426 -3.95601 0.49860
N: 2.60989 -3.34861 0.94456
C: 3.88153 -3.95930 0.56688
C: 3.91028 -4.57436 -0.81445
C: 2.76514 -5.54120 -1.00119
N: 1.57853 -4.99566 -0.37056
H: -0.58561 -3.89319 0.20821
H: -0.07127 -4.02110 1.91108
H: 0.09948 -2.47377 1.04592
H: 4.62931 -3.16923 0.64900
H: 4.15938 -4.75178 1.28860
H: 3.83874 -3.77533 -1.55651
H: 4.85928 -5.09200 -0.96868
H: 2.56373 -5.70419 -2.06507
H: 3.01354 -6.51072 -0.54873
H: 0.68989 -5.42505 -0.58326

For the orbital gap, the calculation gives 6.49 eV. Its highest occupied orbital energy is -11.27 eV. Its total charge is +1.


| no. | total energy (a.u.) |
| --- | --- |
| 1 | -2025.4017 |
| 2 | -1648.2979 |
| 3 | -1823.5761 |
| 4 | -1436.1372 |